No. 1
# C29H31AsF5MoNO3SSi2

A molecular structure, C29H31AsF5MoNO3SSi2 (the ωB97M-V functional and the def2-TZVPD basis, the OMol25 dataset).

Element x y z (Å)
1 Mo 0.30 0.45 0.72
2 O 2.22 1.39 4.17
3 C 1.76 0.86 3.18
4 O 1.32 1.50 2.12
5 C 1.72 -0.60 2.99
6 C 2.06 -1.52 3.98
7 C 2.07 -2.86 3.67
8 C 1.89 -3.26 2.33
9 C 2.01 -4.60 1.91
10 C 1.95 -4.92 0.58
11 C 1.76 -3.93 -0.38
12 C 1.61 -2.61 0.00
13 C 1.62 -2.26 1.35
14 N 1.41 -0.95 1.71
15 H 2.29 -1.15 4.96
16 H 2.28 -3.61 4.42
17 H 2.20 -5.35 2.66
18 H 2.07 -5.95 0.27
19 H 1.75 -4.20 -1.43
20 H 1.49 -1.82 -0.75
21 C 3.01 3.37 0.67
22 Si 2.58 1.59 0.08
23 C 4.02 0.41 0.62
24 C 2.66 1.62 -1.83
25 C 3.85 2.01 -2.44
26 C 3.95 2.09 -3.82
27 C 2.86 1.78 -4.61
28 C 1.67 1.39 -4.01
29 C 1.56 1.30 -2.63
30 Si -0.13 0.82 -1.86
31 C -1.26 2.25 -2.51
32 C -0.78 -0.75 -2.78
33 H 3.86 3.77 0.12
34 H 3.26 3.37 1.73
35 H 2.17 4.04 0.53
36 H 4.96 0.80 0.24
37 H 3.90 -0.59 0.22
38 H 4.10 0.34 1.70
39 H 4.70 2.26 -1.83
40 H 4.89 2.39 -4.27
41 H 2.93 1.85 -5.68
42 H 0.82 1.15 -4.63
43 H -0.92 2.57 -3.50
44 H -1.22 3.12 -1.85
45 H -2.30 1.94 -2.59
46 H -1.08 -0.51 -3.80
47 H -1.66 -1.15 -2.27
48 H -0.05 -1.54 -2.83
49 F -2.98 -5.37 2.80
50 C -2.44 -4.32 2.17
51 C -2.15 -3.15 2.86
52 F -2.39 -3.07 4.17
53 C -1.60 -2.08 2.18
54 F -1.28 -0.94 2.84
55 C -1.29 -2.11 0.80
56 O -0.78 -1.09 0.18
57 C -1.60 -3.32 0.14
58 F -1.32 -3.44 -1.17
59 C -2.16 -4.40 0.81
60 F -2.41 -5.54 0.15
61 C -5.16 2.15 1.14
62 As -4.05 2.64 -0.40
63 C -4.11 4.60 -0.17
64 C -5.46 2.56 -1.81
65 S -1.34 1.88 0.98
66 H -6.08 2.73 1.17
67 H -4.60 2.32 2.06
68 H -5.42 1.09 1.10
69 H -5.13 4.97 -0.13
70 H -3.60 5.08 -1.00
71 H -3.60 4.88 0.76
72 H -6.41 3.00 -1.49
73 H -5.64 1.53 -2.12
74 H -5.11 3.12 -2.68

- total energy (eV) = -141081.3953



No. 2
# C29H31BO4

A molecular structure, C29H31BO4 (the ωB97M-V functional and the def2-TZVPD basis, the OMol25 dataset).

Element x y z (Å)
1 C 4.27 3.17 1.44
2 C 3.03 2.50 0.92
3 C 1.97 2.12 1.66
4 C 1.18 1.23 0.93
5 C 1.73 1.15 -0.31
6 B -2.94 -0.78 0.36
7 C -2.44 -1.21 1.69
8 C -1.09 -1.22 2.07
9 C -1.01 -1.68 3.41
10 C -2.32 -1.80 3.83
11 C -2.72 -2.01 5.19
12 O -3.22 -1.57 2.80
13 C -3.26 0.57 0.86
14 C -2.28 1.55 0.89
15 C -2.90 2.78 1.15
16 C -4.24 2.46 1.42
17 C -5.18 3.42 1.91
18 O -4.50 1.12 1.22
19 C 2.57 0.56 -1.94
20 C 3.18 1.05 -3.07
21 C 3.98 -0.03 -3.42
22 C 3.98 -0.92 -2.38
23 C 4.26 -2.34 -2.24
24 O 3.23 -0.43 -1.37
25 O 2.79 2.06 -0.37
26 H 4.47 2.91 2.48
27 H 5.16 2.87 0.89
28 H 4.17 4.26 1.45
29 H 1.73 2.35 2.68
30 H 0.33 0.64 1.19
31 H -0.25 -0.95 1.46
32 H -0.12 -1.79 4.00
33 H -2.83 -3.08 5.39
34 H -1.92 -1.67 5.83
35 H -3.61 -1.48 5.50
36 H -1.23 1.40 0.81
37 H -2.45 3.76 1.17
38 H -4.62 4.32 2.11
39 H -5.95 3.67 1.18
40 H -5.67 3.12 2.85
41 H 2.98 2.06 -3.47
42 H 4.44 -0.14 -4.41
43 H 4.43 -2.76 -3.25
44 H 5.16 -2.50 -1.63
45 H 3.41 -2.87 -1.79
46 C 0.06 1.51 -1.97
47 C 1.19 0.62 -1.41
48 C -3.29 -1.39 -1.04
49 C 0.75 -0.92 -1.79
50 C 0.35 -2.01 -0.99
51 C 0.62 -3.33 -1.44
52 C 0.86 -3.58 -2.78
53 C 0.80 -2.50 -3.66
54 C 0.76 -1.20 -3.15
55 H 0.36 1.90 -2.95
56 H -0.90 0.96 -1.97
57 H -0.11 2.36 -1.28
58 H -3.67 -2.40 -0.87
59 H -4.06 -0.72 -1.44
60 H -2.51 -1.46 -1.84
61 H -0.30 -1.89 -0.10
62 H 0.67 -4.14 -0.69
63 H 1.07 -4.58 -3.13
64 H 0.85 -2.69 -4.73
65 H 0.80 -0.37 -3.87

- energy relative to the best compared isomer or geometry (same formula, charge and spin) (kcal per mole) = 115.1



No. 3
# C29H31Cl40NO3

14 unconnected molecules or ions with the total composition C29H31Cl40NO3 (the ωB97M-V functional and the def2-TZVPD basis, the OMol25 dataset).

Element x y z (Å)
1 C -0.54 -4.13 0.28
2 C 0.39 -2.92 0.38
3 Cl -0.30 -1.85 1.67
4 C 0.56 -2.20 -1.00
5 C 0.00 -0.79 -0.95
6 C -1.34 -0.64 -1.31
7 C -1.95 0.60 -1.25
8 C -3.43 0.68 -1.60
9 C -4.27 0.46 -0.28
10 O -3.41 0.26 0.83
11 C -5.22 -0.76 -0.42
12 N -5.70 -1.28 0.86
13 C -1.23 1.72 -0.85
14 C 0.11 1.57 -0.51
15 C 0.75 0.32 -0.55
16 C 2.19 0.19 -0.12
17 O 2.91 -0.76 -0.35
18 C 2.73 1.32 0.69
19 C 2.13 2.50 0.71
20 C 0.90 2.78 -0.08
21 O 0.57 3.91 -0.33
22 H -0.21 -4.83 -0.48
23 H -1.55 -3.75 0.09
24 H -0.60 -4.62 1.26
25 H 1.38 -3.20 0.72
26 H -0.05 -2.73 -1.74
27 H 1.58 -2.21 -1.35
28 H -1.89 -1.52 -1.63
29 H -3.66 -0.12 -2.31
30 H -3.60 1.67 -2.02
31 H -4.88 1.33 -0.06
32 H -3.17 -0.67 0.90
33 H -6.10 -0.43 -0.99
34 H -4.74 -1.55 -1.02
35 H -5.00 -1.91 1.25
36 H -5.79 -0.54 1.54
37 H -1.72 2.68 -0.81
38 H 3.64 1.11 1.27
39 H 2.56 3.30 1.31
40 C -2.86 3.62 2.65
41 Cl -1.79 2.90 1.44
42 Cl -4.19 4.48 1.86
43 Cl -3.48 2.38 3.74
44 H -2.29 4.33 3.24
45 C -8.11 -3.56 -1.27
46 Cl -6.95 -4.34 -2.36
47 Cl -9.32 -2.67 -2.20
48 Cl -8.87 -4.76 -0.22
49 H -7.57 -2.86 -0.65
50 C -0.71 -2.14 5.79
51 Cl -0.94 -3.40 4.59
52 Cl -1.20 -0.56 5.15
53 Cl -1.59 -2.50 7.28
54 H 0.35 -2.09 6.03
55 C -0.87 0.75 8.82
56 Cl 0.01 2.12 8.14
57 Cl 0.19 -0.21 9.86
58 Cl -2.29 1.29 9.71
59 H -1.19 0.12 8.00
60 C 2.55 0.60 -4.53
61 Cl 2.39 -0.96 -5.35
62 Cl 1.83 0.53 -2.91
63 Cl 4.24 1.10 -4.42
64 H 2.01 1.34 -5.11
65 C -10.80 -7.26 2.83
66 Cl -10.24 -8.69 3.69
67 Cl -9.89 -5.83 3.34
68 Cl -10.67 -7.49 1.08
69 H -11.84 -7.10 3.07
70 C 3.50 -3.71 6.36
71 Cl 1.95 -3.20 7.05
72 Cl 3.46 -5.43 5.95
73 Cl 3.89 -2.74 4.95
74 H 4.27 -3.56 7.11
75 C 7.94 2.60 -6.04
76 Cl 7.76 1.45 -7.37
77 Cl 7.45 4.22 -6.55
78 Cl 7.02 2.08 -4.63
79 H 8.99 2.64 -5.77
80 C 5.33 4.50 -0.41
81 Cl 5.17 2.83 -0.99
82 Cl 4.52 4.71 1.15
83 Cl 7.03 4.94 -0.28
84 H 4.86 5.16 -1.12
85 C 3.86 5.78 -4.72
86 Cl 4.54 4.63 -3.57
87 Cl 4.66 7.35 -4.58
88 Cl 3.99 5.17 -6.37
89 H 2.81 5.91 -4.49
90 C 7.50 9.39 -7.39
91 Cl 6.23 8.22 -7.03
92 Cl 8.18 10.05 -5.90
93 Cl 8.77 8.66 -8.38
94 H 7.06 10.20 -7.95
95 C -4.12 -7.33 -3.35
96 Cl -4.29 -8.55 -4.61
97 Cl -4.45 -5.72 -4.00
98 Cl -5.19 -7.68 -1.99
99 H -3.10 -7.35 -2.99
100 C 6.58 0.46 2.94
101 Cl 6.32 0.16 4.66
102 Cl 5.16 -0.02 2.00
103 Cl 6.96 2.16 2.65
104 H 7.42 -0.13 2.61

- total energy (eV) = -539103.3131



No. 4
# C29H31ClF3N6OPtS2

A molecular structure, C29H31ClF3N6OPtS2 (the ωB97M-V functional and the def2-TZVPD basis, the OMol25 dataset).

Element x y z (Å)
1 Pt -0.72 0.03 -0.44
2 F 4.01 1.75 1.13
3 C 3.87 0.67 1.92
4 F 4.24 -0.40 1.20
5 F 4.74 0.79 2.93
6 C 2.46 0.54 2.42
7 C 2.18 0.55 3.78
8 C 0.87 0.42 4.22
9 C -0.12 0.28 3.27
10 N 0.14 0.28 1.95
11 C 1.39 0.40 1.53
12 S 1.55 0.39 -0.23
13 H 2.99 0.66 4.48
14 H 0.63 0.42 5.27
15 H -1.15 0.16 3.56
16 N 0.76 -2.50 -2.22
17 C -0.39 -2.82 -1.62
18 N -1.01 -2.02 -0.77
19 C -2.18 -2.62 -0.25
20 C -3.04 -2.06 0.68
21 C -4.16 -2.78 1.07
22 C -4.42 -4.04 0.53
23 C -3.56 -4.60 -0.40
24 C -2.44 -3.88 -0.77
25 S -1.18 -4.33 -1.90
26 H 1.22 -1.64 -1.97
27 H 1.22 -3.14 -2.84
28 H -2.81 -1.09 1.12
29 H -4.84 -2.36 1.80
30 H -5.30 -4.58 0.83
31 H -3.76 -5.59 -0.81
32 C 0.83 5.13 0.94
33 C 0.69 6.20 -0.16
34 C 1.35 7.47 0.39
35 C 1.52 5.78 -1.39
36 C -0.79 6.51 -0.60
37 O -0.72 7.59 -1.56
38 C -1.75 7.00 0.50
39 C -2.57 6.07 1.40
40 C -1.88 5.47 2.60
41 C -1.30 6.28 3.57
42 C -0.65 5.74 4.67
43 C -0.60 4.36 4.81
44 Cl 0.21 3.65 6.18
45 C -1.20 3.53 3.88
46 C -1.84 4.10 2.78
47 C -1.43 5.48 -1.56
48 N -1.65 4.07 -1.15
49 C -0.79 3.06 -1.12
50 N -1.43 1.96 -0.78
51 C -2.73 2.35 -0.64
52 N -2.90 3.62 -0.87
53 H 1.88 4.82 1.00
54 H 0.23 4.23 0.77
55 H 0.55 5.52 1.92
56 H 2.37 7.23 0.71
57 H 0.83 7.87 1.27
58 H 1.43 8.26 -0.36
59 H 2.58 5.80 -1.13
60 H 1.35 6.46 -2.22
61 H 1.30 4.76 -1.72
62 H -0.52 8.41 -1.09
63 H -2.48 7.60 -0.05
64 H -1.20 7.71 1.13
65 H -3.03 5.27 0.81
66 H -3.41 6.67 1.76
67 H -1.34 7.36 3.47
68 H -0.19 6.37 5.42
69 H -1.17 2.46 4.01
70 H -2.31 3.45 2.05
71 H -0.82 5.47 -2.45
72 H -2.41 5.85 -1.83
73 H 0.27 3.13 -1.32
74 H -3.54 1.68 -0.37

- total charge = +1
- energy relative to the best compared isomer or geometry (same formula, charge and spin) (kcal per mole) = 12.6



No. 5
# C29H31ClNOV

A molecular structure, C29H31ClNOV (the ωB97M-V functional and the def2-TZVPD basis, the OMol25 dataset).

Element x y z (Å)
1 C -0.54 1.97 1.32
2 C -0.30 2.49 0.00
3 C -1.12 1.76 -0.92
4 H 0.31 3.35 -0.26
5 C -1.88 0.80 -0.16
6 C -1.48 0.89 1.21
7 H -2.70 0.20 -0.53
8 C 2.18 0.36 1.74
9 C 2.34 1.65 1.17
10 C 2.52 1.51 -0.24
11 H 2.40 2.58 1.73
12 C 2.48 0.11 -0.55
13 C 2.30 -0.61 0.70
14 H -1.24 1.98 -1.98
15 H -1.93 0.35 2.04
16 H -0.17 2.38 2.26
17 H 2.37 -1.69 0.82
18 H 2.76 2.30 -0.94
19 H 2.07 0.12 2.80
20 V 0.37 0.45 0.06
21 C 2.26 -0.53 -1.90
22 C 3.18 -1.76 -1.96
23 C 2.59 0.41 -3.06
24 H 4.22 -1.44 -1.82
25 H 3.11 -2.28 -2.92
26 H 2.94 -2.48 -1.17
27 H 3.62 0.80 -2.99
28 H 1.92 1.28 -3.11
29 H 2.50 -0.12 -4.02
30 C 0.71 -0.86 -1.92
31 C 0.17 -2.11 -2.60
32 H 0.14 0.01 -2.30
33 H 0.43 -1.15 -0.85
34 O 0.75 -3.15 -2.34
35 N -0.99 -2.01 -3.38
36 C -2.22 -1.44 -2.78
37 H -1.19 -2.92 -3.80
38 C -2.56 -0.08 -3.34
39 C -3.79 0.53 -3.02
40 H -4.51 -0.03 -2.42
41 C -4.06 1.83 -3.45
42 H -4.99 2.31 -3.15
43 C -3.13 2.51 -4.25
44 H -3.34 3.52 -4.59
45 C -1.96 1.86 -4.66
46 H -1.25 2.36 -5.33
47 C -1.69 0.55 -4.23
48 H -0.82 0.00 -4.60
49 H -2.16 -1.39 -1.67
50 H -3.07 -2.11 -2.97
51 Cl 2.03 -3.11 4.98
52 C 1.02 -1.94 5.69
53 C 1.06 -1.71 7.05
54 C 0.26 -0.71 7.63
55 C -0.58 0.07 6.82
56 C -0.66 -0.16 5.46
57 C 0.10 -1.21 4.83
58 C -0.04 -1.48 3.49
59 H 1.73 -2.31 7.67
60 H 0.29 -0.55 8.71
61 H -1.18 0.86 7.28
62 H -1.31 0.45 4.82
63 H -0.87 -1.03 2.95
64 H 0.57 -2.21 2.98

- total charge = -1
- <S²> = 3.773
- multiplicity = 4
- energy relative to the best compared isomer or geometry (same formula, charge and spin) (kcal per mole) = 0.0



No. 6
# C29H31CoIN3P2S2

A molecular structure, C29H31CoIN3P2S2 (the ωB97M-V functional and the def2-TZVPD basis, the OMol25 dataset).

Element x y z (Å)
1 Co -16.31 -4.24 11.96
2 S -16.88 -2.24 11.05
3 C -18.15 -1.63 12.12
4 C -18.61 -0.26 12.09
5 N -18.94 0.84 12.13
6 C -18.87 -2.52 12.85
7 S -18.45 -4.21 12.78
8 C -19.98 -2.10 13.60
9 N -20.94 -1.65 14.07
10 C -17.25 -5.69 9.43
11 P -15.66 -5.29 10.15
12 C -14.75 -4.62 8.74
13 C -14.74 -6.83 10.51
14 C -14.62 -7.13 12.08
15 P -15.69 -5.97 13.08
16 C -14.61 -5.97 14.62
17 C -17.05 -6.98 13.81
18 H -17.95 -4.90 9.48
19 H -17.61 -6.56 9.96
20 H -17.18 -5.96 8.37
21 H -15.16 -5.12 7.75
22 H -13.64 -4.77 8.88
23 H -15.04 -3.57 8.49
24 H -13.76 -6.82 10.12
25 H -15.29 -7.74 10.06
26 H -13.58 -6.94 12.35
27 H -14.86 -8.19 12.24
28 H -14.10 -6.90 14.65
29 H -15.03 -5.86 15.58
30 H -13.91 -5.11 14.53
31 H -16.58 -7.67 14.51
32 H -17.49 -7.52 12.97
33 H -17.79 -6.34 14.28
34 I -14.29 2.31 9.07
35 C -15.26 0.65 8.29
36 C -16.62 0.72 8.09
37 C -17.29 -0.34 7.45
38 C -16.53 -1.49 7.13
39 N -15.24 -1.61 7.43
40 C -14.59 -0.50 7.85
41 H -17.11 1.60 8.32
42 H -18.37 -0.31 7.27
43 H -16.93 -2.41 6.67
44 H -13.51 -0.63 7.78
45 C -9.80 -3.78 12.90
46 C -10.62 -3.64 14.06
47 C -11.95 -3.33 13.88
48 C -12.48 -3.20 12.60
49 C -11.60 -3.10 11.49
50 C -10.25 -3.33 11.66
51 C -13.91 -3.02 12.20
52 C -15.02 -3.28 12.94
53 C -15.25 -2.60 14.20
54 C -16.22 -3.05 15.13
55 C -16.40 -2.46 16.40
56 C -15.68 -1.31 16.68
57 C -14.85 -0.78 15.68
58 C -14.58 -1.41 14.47
59 H -8.77 -4.10 13.01
60 H -10.16 -3.73 15.04
61 H -12.66 -3.27 14.71
62 H -11.85 -2.82 10.47
63 H -9.59 -3.28 10.77
64 H -14.02 -2.80 11.15
65 H -16.81 -3.98 14.83
66 H -17.21 -2.79 17.07
67 H -15.69 -0.87 17.70
68 H -14.36 0.16 15.99
69 H -13.92 -0.98 13.76

- total charge = -1
- <S²> = 3.857
- multiplicity = 4
- energy relative to the best compared isomer or geometry (same formula, charge and spin) (kcal per mole) = 36.5